Record 1
Below is C2H4NP in the gas phase at a distorted geometry, with properties calculated with ωB97M-V/def2-TZVPD.

Output
SMILES: N#CCP
LUMO energy: 0.022 Eh
Total charge: 0
Orbital gap: 11.313 eV
E: -12916.29732 eV

Geometry as XYZ:
```
8
Properties=species:S:1:pos:R:3:forces:R:3
N -0.69301 -2.69689 -0.63017 0.564 1.598 0.168
C -0.26462 -1.61657 -0.61849 -0.017 -0.113 -0.677
C 0.32130 -0.23453 -0.65947 2.469 -2.072 2.330
P -0.25625 0.87968 0.72296 -1.029 -1.524 0.059
H 1.45954 -0.34435 -0.46413 -1.708 -0.152 -0.202
H 0.32292 0.20397 -1.59275 -0.577 0.797 -2.116
H -0.71510 -0.34380 1.35090 0.526 0.857 0.610
H -1.57543 0.87766 0.23031 -0.229 0.609 -0.172
```
Forces are in eV/Å.

Record 2
Below is C2H4NPS as an isolated structure at a distorted geometry, with properties calculated with ωB97M-V/def2-TZVPD.

Output
LUMO energy (spin up / spin down): -0.029 / -0.052 Eh
Total charge: 0
Orbital gap (spin up / spin down): 8.594 / 6.468 eV
E: -23747.86036 eV

Geometry as XYZ:
```
9
Properties=species:S:1:pos:R:3:forces:R:3
C -0.35661 1.38153 0.62583 1.100 0.721 0.164
C -0.45477 -0.64691 -0.63169 0.410 -0.259 0.880
N 2.01925 0.98552 -0.85783 1.837 1.168 -1.135
P 1.05586 0.36478 0.13706 -4.626 -0.372 -0.637
S -1.51063 0.81440 -0.42660 -0.748 -0.383 -0.552
H -0.46941 2.33585 1.11238 0.229 0.161 0.108
H -0.21092 -0.87544 -1.66688 -0.314 -0.191 0.016
H -0.95752 -1.47197 -0.05613 0.892 0.530 -0.709
H 1.44184 -0.31344 1.19510 1.220 -1.374 1.866
```
Forces are in eV/Å.